Record 1
The following is a quantum chemistry calculation of a cluster of 2 separate species, C3H6O2Si in total, from OMol25.

As for the HOMO-LUMO gap: 9.45 eV. The energy above the lowest of the compared OMol25 structures with the same formula, charge and spin is 606.87 kJ/mol. Its highest occupied orbital energy is -0.326 Eh. The calculation puts the LUMO energy at 0.6 eV. As for the multiplicity: 1.

Element x y z (Å)
H: -1.362 -0.949 1.308
Si: -2.082 0.094 0.692
H: -3.295 -0.419 0.174
O: 2.153 -0.263 0.896
O: 0.139 0.849 -0.680
H: 3.094 -1.584 -0.569
H: -1.572 1.646 -1.323
H: 2.486 -0.008 -1.165
C: 2.421 -0.785 -0.433
H: -2.128 1.435 1.407
C: 1.213 -0.955 0.327
C: -1.067 0.938 -0.635

---

Record 2
The following is a quantum chemistry calculation of a cluster of 2 separate species, C3H6O3 in total, from OMol25.

As for the HOMO-LUMO gap: 11.17 eV. The energy above the lowest of the compared OMol25 structures with the same formula, charge and spin is 153.56 kJ/mol. Its highest occupied orbital energy is -0.379 Eh. The calculation puts the LUMO energy at 0.8 eV. The SMILES is CC=O.O=CO. As for the multiplicity: 1.

Element x y z (Å)
C: -1.585 0.425 0.615
O: 1.247 0.433 -0.295
H: -1.178 1.239 0.046
H: -0.932 0.327 1.463
C: 2.584 0.246 -0.422
H: 0.747 -0.003 -0.953
O: -1.160 -0.859 -1.266
H: 3.098 1.010 0.015
C: -1.605 -0.838 -0.156
H: -2.505 0.604 1.175
O: 3.015 -0.809 -0.728
H: -1.724 -1.776 0.508